Formula: C25H28BrCl5InN8O11S2
Source: OMol25
Level of theory: ωB97M-V/def2-TZVPD

Results
Relative energy (zero: lowest compared OMol25 entry of this formula, charge and spin) in kJ/mol: 184.8
LUMO in eV: 1.993
Largest force on an atom in eV Å⁻¹: 0.651
E_HOMO in eV: -4.91
HOMO-LUMO gap in eV: 6.9
Charge: -1
Total energy in Eh: -8096.8035

```
81
Properties=species:S:1:pos:R:3:forces:R:3:lowdin_charge:R:1
In 0.012891 -0.703800 0.642883 0.618 0.090 -0.183 0.859
O 1.812189 1.944832 3.449279 0.060 0.001 0.057 -0.249
S 1.221815 1.391973 2.277759 -0.377 0.016 -0.030 0.456
O 1.549998 2.410900 1.104339 -0.048 0.038 0.033 -0.161
O 1.778319 0.090927 1.811274 0.014 -0.105 -0.005 -0.312
O -0.237339 1.224359 2.285226 0.019 0.046 0.077 -0.315
Cl -4.396788 1.022996 6.187605 -0.004 0.007 0.014 0.651
C -3.420042 0.254265 4.991249 -0.018 0.010 0.016 -0.711
C -3.649663 0.490188 3.640004 -0.019 0.017 0.005 -0.690
Cl -4.907874 1.560480 3.149245 0.010 -0.005 -0.008 0.682
C -2.869081 -0.141615 2.686235 -0.013 0.007 -0.064 -0.585
Cl -3.136412 0.115649 1.003466 0.056 0.064 0.047 0.813
C -1.817561 -1.001520 3.033015 -0.017 0.013 0.058 -0.478
O -1.074068 -1.608657 2.146844 -0.091 0.116 -0.092 -0.199
C -1.615740 -1.235072 4.402973 0.038 -0.020 -0.002 -0.598
Cl -0.341846 -2.307249 4.841812 0.009 -0.004 -0.004 0.736
C -2.401603 -0.619530 5.364574 -0.007 0.004 0.058 -0.693
Cl -2.116099 -0.935841 7.035140 -0.002 0.000 0.004 0.669
C 1.222052 -2.240091 -3.589904 0.023 -0.053 0.034 -0.030
N 0.398445 -3.175167 -2.840385 -0.017 0.089 -0.002 -0.129
C 0.240422 -4.496869 -3.418082 0.006 -0.078 -0.055 -0.045
C -0.340033 -2.749672 -1.787457 -0.032 -0.114 0.028 -0.421
N -0.474711 -1.506033 -1.448303 -0.168 -0.056 0.221 0.121
N -0.893060 -3.767051 -1.031492 0.133 0.074 -0.146 0.119
C -1.886190 -3.540348 -0.057594 -0.151 -0.061 0.094 -0.555
N -1.556538 -4.146990 1.144863 0.075 -0.034 -0.050 0.142
N -2.950567 -2.930612 -0.378671 0.069 -0.069 -0.005 0.143
H 2.002347 -2.805013 -4.099024 -0.010 0.015 0.017 0.094
H 1.708931 -1.537294 -2.916226 0.019 0.031 0.034 0.081
H 0.640205 -1.700139 -4.344000 -0.007 0.016 0.013 0.099
H 1.107825 -5.128628 -3.207813 0.000 0.003 0.006 0.090
H 0.135742 -4.405391 -4.500834 -0.002 0.000 -0.006 0.089
H -0.652160 -4.975268 -3.026365 0.009 0.002 -0.003 0.087
H -0.047350 -0.869823 -2.109595 -0.026 0.008 0.011 0.060
H -0.217045 -4.478583 -0.782136 -0.066 -0.014 0.018 0.058
H -0.587099 -3.972868 1.398796 -0.026 -0.025 0.008 0.047
H -2.148667 -3.828494 1.899061 -0.007 -0.066 -0.022 0.092
H -3.542123 -2.787660 0.436282 0.022 0.022 -0.025 0.036
C -3.285023 6.270639 1.657076 -0.010 -0.014 -0.004 -0.116
C -2.149450 6.386185 0.651609 0.028 0.001 -0.007 -0.305
S -2.092432 4.926889 -0.368554 -0.009 0.023 -0.035 0.634
O -1.907900 3.787365 0.491849 -0.001 -0.067 -0.010 -0.291
O -3.234163 4.949717 -1.257671 -0.016 0.028 -0.017 -0.322
C -0.631783 5.164685 -1.355036 -0.010 0.027 -0.018 -0.204
C -0.467713 4.065101 -2.407783 0.062 0.048 0.049 -0.143
N 0.157751 2.889409 -1.836251 0.016 -0.139 -0.111 0.023
C -0.469373 1.817993 -1.334773 -0.052 0.060 0.114 -0.316
N 0.270876 1.130468 -0.495064 0.102 0.063 -0.104 0.075
C 1.521874 1.862798 -0.263699 0.066 -0.004 -0.003 -0.250
C 1.467544 2.935307 -1.269393 0.079 0.115 0.090 -0.144
N 2.517769 3.178181 -2.097226 -0.044 -0.202 -0.084 -0.395
O 3.669923 2.931988 -1.700947 0.019 0.054 0.026 -0.015
O 2.296967 3.666459 -3.236636 0.014 0.073 0.024 -0.056
C -1.859617 1.448117 -1.713607 -0.026 -0.042 -0.100 -0.012
H -3.261292 7.122317 2.335615 -0.012 0.009 0.001 0.075
H -3.183279 5.357967 2.241738 0.006 -0.010 0.019 0.077
H -4.248532 6.254755 1.150571 -0.020 -0.014 -0.004 0.077
H -1.179281 6.455482 1.143661 0.031 -0.020 0.012 0.106
H -2.278260 7.232936 -0.022410 0.018 0.024 -0.004 0.100
H 0.234105 5.154113 -0.690321 0.011 0.022 0.028 0.114
H -0.731900 6.144712 -1.822466 -0.016 -0.007 -0.035 0.110
H 0.207922 4.430974 -3.180465 -0.071 -0.026 0.019 0.113
H -1.422844 3.803574 -2.859911 -0.028 -0.010 0.030 0.117
H 2.395306 1.218339 -0.344845 -0.066 0.035 -0.039 0.136
H -2.050881 1.675283 -2.762009 0.019 0.012 -0.001 0.093
H -2.566527 2.007106 -1.102680 -0.024 0.018 0.039 0.062
H -2.013447 0.381637 -1.554720 -0.018 0.060 0.010 0.043
Br 1.811102 -5.559098 0.557390 -0.028 0.038 0.019 0.842
C 3.396276 -4.569252 0.187558 -0.006 -0.096 -0.066 -0.569
C 4.556854 -5.330257 0.133233 -0.008 -0.006 0.012 -0.148
C 5.763638 -4.730175 -0.180082 0.003 0.019 -0.008 -0.086
C 5.805036 -3.371477 -0.457778 -0.019 -0.031 0.019 -0.070
C 4.640349 -2.629336 -0.407013 -0.007 0.072 0.046 -0.003
C 3.412685 -3.203821 -0.071762 -0.015 -0.036 -0.048 -0.130
C 2.239158 -2.252345 -0.019630 0.184 0.106 0.169 -0.606
O 2.337433 -1.183012 -0.627552 -0.099 -0.022 -0.289 0.006
O 1.227434 -2.556322 0.692797 -0.168 -0.150 0.140 -0.093
H 4.504775 -6.391078 0.335088 0.001 0.002 -0.002 0.089
H 6.665044 -5.328529 -0.209770 0.006 0.001 -0.008 0.102
H 6.739536 -2.889747 -0.709821 0.025 0.008 0.000 0.104
H 4.642778 -1.567377 -0.612336 0.010 -0.008 -0.015 0.127
```
Positions in Å, forces in eV/Å.

Formula: C21H36P2PtTe
Source: OMol25
Level of theory: ωB97M-V/def2-TZVPD

Results
Relative energy (zero: lowest compared OMol25 entry of this formula, charge and spin) in kJ/mol: 0.0
LUMO (alpha / beta) in eV: -5.421 / -8.578
Largest force on an atom in eV Å⁻¹: 3.089
2S+1: 5
E_HOMO (alpha / beta) in eV: -12.29 / -14.65
HOMO-LUMO gap (alpha / beta) in eV: 6.9 / 6.1
<S²>: 6.039
Charge: +2
Total energy in Eh: -1890.9453

```
61
Properties=species:S:1:pos:R:3:forces:R:3:mulliken_spin:R:1
P -3.894489 1.167139 -1.802234 0.068 -1.160 -2.265 0.347
P 0.994678 -3.265044 -1.069032 -0.676 -1.894 -0.352 0.326
C -1.887239 -2.237711 -1.176753 -1.992 -0.488 0.170 0.626
C -0.887409 -3.296552 -0.943613 1.319 -1.708 0.922 -0.006
H -2.767742 -2.728605 -1.621722 0.413 0.497 0.242 0.027
H -2.255358 -1.750146 -0.285625 0.467 0.702 0.227 0.055
H -0.914398 -3.554468 0.145871 -0.375 0.163 -0.512 0.041
H -1.167588 -4.240342 -1.464552 0.189 0.599 0.164 0.005
C 1.242088 -3.638071 -2.847223 0.808 0.509 0.236 0.050
H 2.325203 -3.540232 -3.040796 -0.431 -0.119 -0.149 0.003
H 0.706903 -2.936336 -3.482174 0.058 -0.086 -0.042 -0.022
H 0.929804 -4.659248 -3.066963 -0.063 0.043 0.082 0.003
C 1.533275 -4.829806 -0.298592 -0.282 -0.410 0.449 0.115
H 2.291480 -5.309531 -0.929933 -0.144 0.189 0.160 0.000
H 0.690172 -5.524341 -0.154376 0.260 0.145 -0.075 0.016
H 1.968609 -4.591512 0.677842 -0.060 -0.217 -0.173 0.006
C -3.866942 2.916517 -2.347807 -0.215 -0.309 0.502 0.006
H -3.711727 3.545281 -1.463939 -0.142 -0.017 -0.212 -0.001
H -4.854716 3.101064 -2.782967 0.139 0.282 0.026 0.008
H -3.074008 3.129984 -3.076913 -0.339 -0.118 0.373 0.001
C -4.935632 0.951729 -0.404898 -0.545 0.084 -0.003 0.032
H -4.904034 -0.095546 -0.098131 -0.180 0.166 0.086 0.007
H -5.934430 1.253553 -0.748483 -0.029 -0.097 0.593 0.014
H -4.548268 1.603958 0.374449 -0.293 -0.026 0.268 0.001
Pt -2.139071 -0.182849 -2.650103 2.667 -0.867 1.225 0.044
C -2.443165 -2.065536 -3.820822 0.828 -1.049 -0.077 0.018
C -1.419891 -1.269797 -4.358086 -0.256 -0.071 -1.268 0.140
C -1.668504 -0.534242 -5.665562 0.575 0.586 0.490 0.007
C -3.057143 0.089006 -5.607632 -0.077 0.084 -0.223 -0.005
C -3.251486 0.572209 -4.170573 -1.091 0.836 -1.053 0.219
C -4.474413 0.214244 -3.390948 -1.662 0.750 1.121 -0.069
C -4.821055 -1.301181 -3.264819 -0.049 0.469 0.103 0.024
C -3.921058 -2.225069 -4.113405 -0.396 -0.599 -0.395 0.010
C -1.452119 1.349245 -1.181517 0.851 1.257 0.600 0.371
H -1.991314 -3.009912 -3.496205 -0.347 0.436 0.791 0.000
H -0.398092 -1.599788 -4.158378 -0.324 0.051 -0.302 0.028
H -1.509116 -1.247719 -6.486515 -0.064 0.319 0.080 0.008
H -0.947994 0.296928 -5.744977 -0.070 -0.453 -0.241 0.002
H -3.108649 0.970372 -6.267986 0.032 -0.357 0.218 0.006
H -3.878298 -0.565245 -5.907835 0.373 0.176 -0.057 0.001
H -3.125805 1.647618 -4.231961 0.270 0.015 0.389 0.014
H -5.403218 0.755703 -3.582974 -0.070 0.149 -0.948 0.035
H -5.888975 -1.430331 -3.533653 0.648 -0.121 0.231 -0.009
H -4.672737 -1.595265 -2.204693 -0.352 -0.025 -0.531 0.007
H -4.228254 -3.261545 -3.872998 0.335 0.461 0.064 0.000
H -4.082376 -2.167171 -5.200299 -0.224 0.110 0.510 0.002
H -0.392082 1.293797 -0.830191 -0.589 -0.180 -0.539 0.049
H -2.014468 1.343658 -0.220287 0.215 0.015 -0.559 0.004
H -1.530265 2.369876 -1.630320 0.060 -0.784 0.385 -0.009
Te 1.123720 -0.690264 -1.205760 1.142 2.868 -0.097 1.394
C 1.789950 0.139695 0.640578 0.058 -0.379 0.548 0.014
C 2.733546 1.188172 0.682338 -0.335 -0.179 -0.013 0.011
C 3.110763 1.733082 1.915053 -0.314 -0.335 0.114 -0.024
C 2.559757 1.232843 3.114105 0.143 0.095 -0.628 0.057
C 1.659994 0.164018 3.068483 -0.036 0.114 -0.101 -0.017
C 1.265541 -0.383250 1.836966 0.303 0.214 0.168 0.024
H 3.147606 1.561801 -0.250571 0.024 0.085 0.224 -0.010
H 3.834149 2.550593 1.951190 -0.255 -0.287 -0.078 -0.001
H 2.841690 1.692200 4.069517 -0.122 -0.320 -0.444 0.002
H 1.268047 -0.230800 4.011306 0.046 0.067 -0.477 -0.001
H 0.559099 -1.210625 1.816725 0.113 0.122 0.052 -0.008
```
Positions in Å, forces in eV/Å.

- Among the records above, which one has the lowest total energy?
  C25H28BrCl5InN8O11S2

- Which of these has the highest largest force on an atom?
  C21H36P2PtTe

- What is the formula in the second record?
  C21H36P2PtTe